# 1
87
Properties=species:S:1:pos:R:3:lowdin_charge:R:1 method="wB97M-V/def2-TZVPD" total_charge=+1 multiplicity=2
Re -0.3198 1.3743 0.0741 1.519
N 0.0710 3.2404 1.1308 -0.011
C -1.0090 4.1738 1.2621 -0.245
C -1.4317 4.5758 2.5187 -0.009
C -2.4946 5.4581 2.6331 -0.063
C -3.1146 5.9384 1.4883 -0.066
C -2.6770 5.5286 0.2400 -0.030
C -1.6172 4.6320 0.1017 -0.171
C -1.2018 4.1290 -1.2315 -0.200
C -1.3030 5.0211 -2.2992 -0.032
C -1.0701 4.6201 -3.6014 -0.061
C -0.7252 3.3043 -3.8521 -0.070
C -0.5773 2.4274 -2.7898 -0.103
C -0.7862 2.7847 -1.4482 -0.212
H 0.8315 3.6699 0.6008 0.138
H 0.4608 3.0139 2.0492 0.061
H -0.9221 4.2078 3.4007 0.120
H -2.8261 5.7771 3.6111 0.110
H -3.9430 6.6283 1.5673 0.110
H -3.1890 5.8817 -0.6453 0.117
H -1.5632 6.0527 -2.1037 0.115
H -1.1578 5.3323 -4.4111 0.112
H -0.5533 2.9675 -4.8653 0.108
H -0.2796 1.4180 -3.0331 0.080
O 4.2842 -3.7010 3.8757 0.131
C 3.3349 -4.1232 3.0320 -0.492
O 3.3576 -5.2184 2.5420 0.130
C 2.2519 -3.1372 2.7237 -0.149
C 1.9974 -2.8790 1.3847 0.011
C 1.0529 -1.9450 1.0278 0.014
C 0.3285 -1.2774 2.0070 -0.252
C 0.5490 -1.5572 3.3497 -0.020
C 1.5217 -2.4836 3.7040 -0.010
N -0.6388 -0.3022 1.5965 -0.002
C -1.7560 -0.2943 2.2171 -0.052
C -2.7572 0.6463 1.7861 -0.240
C -4.0325 0.6503 2.3327 0.006
C -4.9868 1.4968 1.8047 -0.028
C -4.6260 2.2750 0.7176 -0.012
C -3.3346 2.2222 0.2265 -0.087
N -2.3706 1.4515 0.7646 -0.017
H 4.2521 -2.7297 3.9523 0.078
H 2.5788 -3.3896 0.6298 0.107
H 0.8806 -1.7273 -0.0077 0.089
H 0.0140 -1.0167 4.1199 0.122
H 1.7214 -2.6755 4.7500 0.135
H -1.9912 -1.0028 3.0076 0.145
H -4.2559 -0.0140 3.1557 0.126
H -5.9876 1.5294 2.2102 0.121
H -5.3355 2.9316 0.2354 0.122
H -3.0549 2.8014 -0.6350 0.102
Br 0.7920 -7.9133 -0.1219 0.809
C 1.1625 -6.6454 -1.4574 -0.676
C 0.6266 -6.8146 -2.7294 -0.104
C 0.9163 -5.8886 -3.7121 -0.010
C 1.7001 -4.7748 -3.4068 -0.279
C 2.2499 -4.6209 -2.1308 -0.008
C 1.9889 -5.5654 -1.1571 -0.102
N 1.9650 -3.9037 -4.4761 0.126
N 2.4210 -2.7562 -4.3057 0.112
C 2.1029 -1.7675 -3.4832 -0.203
C 3.1070 -0.7576 -3.3112 0.027
C 2.9664 0.2748 -2.4463 0.047
C 1.7459 0.4138 -1.7165 -0.307
O 1.5336 1.3349 -0.8845 -0.093
C 0.6724 -0.5168 -1.9640 -0.188
N -0.4615 -0.2449 -1.2659 -0.057
C -1.5261 -1.0211 -1.4829 -0.079
C -1.5019 -2.0680 -2.3912 0.002
C -0.3417 -2.3682 -3.0796 0.035
C 0.8009 -1.5963 -2.8468 -0.064
H 0.0092 -7.6740 -2.9474 0.109
H 0.5448 -6.0079 -4.7204 0.123
H 2.9114 -3.7916 -1.9180 0.118
H 2.4300 -5.4885 -0.1718 0.092
H 4.0187 -0.8865 -3.8777 0.130
H 3.7471 1.0032 -2.2865 0.133
H -2.4161 -0.7827 -0.9164 0.117
H -2.4000 -2.6465 -2.5497 0.122
H -0.3344 -3.1750 -3.7926 0.114
O 1.4220 1.0247 1.4902 -0.249
N 1.4281 1.6191 2.6332 -0.029
C 2.3147 1.2673 3.5205 -0.273
C 3.2672 0.2241 3.3077 -0.126
N 4.0104 -0.6347 3.1383 0.227
C 2.2855 1.9575 4.7720 -0.171
N 2.2424 2.5037 5.7803 0.176

***

# 2
85
Properties=species:S:1:pos:R:3:lowdin_charge:R:1 method="wB97M-V/def2-TZVPD" total_charge=+3 multiplicity=5
C 2.7245 -1.0174 -2.1344 -0.296
N 1.9504 -1.6035 -1.1507 -0.026
C 2.2582 -2.8332 -0.6744 -0.222
C 3.4245 -3.4925 -1.0420 0.041
C 4.2991 -2.8561 -1.9241 0.018
C 3.9407 -1.6480 -2.4816 0.042
Tc 0.5132 -0.4148 -0.2560 1.103
C 1.2533 -3.3790 0.2709 -0.092
N 0.6206 -2.2381 0.9907 -0.284
C 1.5336 -1.8906 2.1367 -0.211
C 2.5741 -0.8918 1.7090 -0.052
C 2.2490 0.1835 -2.6795 -0.128
P 0.7682 0.9340 -2.0009 0.933
C -0.3884 0.8887 -3.5029 -0.677
C 0.0801 1.8408 -4.6119 -0.078
C 1.4144 2.6962 -1.7048 -0.656
C 0.2080 3.6255 -1.4799 -0.078
C 2.3277 2.6896 -0.4681 -0.096
C 2.2967 3.2249 -2.8497 -0.070
C -0.3649 -0.5334 -4.0831 -0.084
C -1.8266 1.2607 -3.1034 -0.084
C -0.6972 -2.6576 1.5149 -0.252
C -1.6165 -3.0979 0.4039 -0.076
H 3.6274 -4.4681 -0.6031 0.143
H 5.2533 -3.3157 -2.1647 0.141
H 4.5773 -1.1130 -3.1816 0.140
H 2.8089 0.6386 -3.5027 0.106
H 2.5889 3.7330 -0.2316 0.109
H 1.8613 2.2539 0.4242 0.025
H 3.2587 2.1433 -0.6685 0.094
H 2.6626 4.2200 -2.5565 0.113
H 3.1686 2.5832 -3.0060 0.080
H 1.7819 3.3466 -3.8035 0.067
H 0.5767 4.5958 -1.1099 0.106
H -0.3497 3.8214 -2.4072 0.081
H -0.4904 3.2231 -0.7307 0.064
H -0.5587 1.6784 -5.4933 0.111
H -0.0240 2.8976 -4.3396 0.075
H 1.1100 1.6300 -4.9205 0.088
H 0.6394 -0.7989 -4.4316 0.084
H -0.6990 -1.2829 -3.3546 0.072
H -1.0435 -0.5618 -4.9480 0.108
H -1.9121 2.2977 -2.7531 0.074
H -2.4655 1.1476 -3.9940 0.108
H -2.2135 0.5965 -2.3188 0.056
H 0.4920 -3.9456 -0.2756 0.132
H 1.7112 -4.0546 1.0105 0.150
H 0.9041 -1.4731 2.9291 0.076
H 1.9429 -2.8452 2.5002 0.141
H -1.0959 -1.7722 2.0181 0.068
H -0.5264 -3.4394 2.2709 0.145
H -2.6208 -3.2527 0.8094 0.094
H -1.7046 -2.3282 -0.3699 0.036
H -1.3159 -4.0361 -0.0748 0.086
H 2.8150 -0.2512 2.5616 0.101
H 3.4995 -1.3769 1.3783 0.104
H 2.2084 -0.2012 0.8849 0.028
H -0.9255 -0.5229 -0.9652 0.009
C -5.5529 -3.1108 -1.5956 -0.137
H -5.6445 -4.1311 -1.2118 0.083
H -5.8329 -3.1048 -2.6618 0.092
H -6.2517 -2.4688 -1.0452 0.079
O -4.2161 -2.6908 -1.3269 -0.157
H -3.8941 -2.2043 -2.0985 0.068
C -1.4356 -1.1571 4.4906 0.058
N -1.7260 0.1932 4.0183 0.064
C -2.6969 0.9422 4.8048 -0.087
C -2.0386 2.1585 5.3938 -0.106
C -1.4497 3.0032 4.2829 -0.090
N -0.8120 2.1827 3.2603 0.015
C 0.1626 2.8190 2.4054 0.021
C -0.9677 0.8493 3.0894 -0.377
O -0.4231 0.2797 2.0863 -0.048
H -0.4857 -1.5123 4.0744 0.082
H -2.2592 -1.8332 4.2164 0.146
H -1.3351 -1.1442 5.5906 0.143
H -3.5211 1.2710 4.1558 0.170
H -3.0815 0.2560 5.5616 0.150
H -1.2219 1.8833 6.0664 0.141
H -2.7671 2.7315 5.9756 0.155
H -0.6728 3.6730 4.6751 0.152
H -2.2335 3.6267 3.8193 0.168
H -0.2195 2.9075 1.3801 0.096
H 0.4154 3.8152 2.7899 0.128
H 1.0758 2.2084 2.3416 0.102

***

# 3
12
Properties=species:S:1:pos:R:3:nbo_charge:R:1 method="wB97M-V/def2-TZVPD" smiles=CSS.C
C -0.1388 -2.0861 2.8793 -0.734
S 1.1868 -1.1194 2.0217 0.051
S 0.0343 0.0590 0.6568 -0.153
H -0.2272 -3.0336 2.2746 0.236
H 0.2043 -2.2509 3.9400 0.237
H -0.9520 -1.3764 2.9715 0.232
H 0.9714 0.2042 -0.2389 0.133
C -0.2021 1.9053 -2.8937 -0.856
H -0.0965 2.7656 -3.6260 0.217
H 0.8057 1.5725 -2.4935 0.210
H -0.8684 2.3051 -2.1733 0.214
H -0.7174 1.0547 -3.3185 0.215

***

Summary of E in hartree
-5101.78787, -1811.86358, -877.33479
(order as listed above)
Summary of energy above the lowest of the compared OMol25 structures with the same formula, charge and spin in kcal per mole
0.1, 0.0, 15.0
(order as listed above)